# 1
C5H4OTl as an isolated structure. Source: the Open Molecules 2025 dataset; level of theory: ωB97M-V with the def2-TZVPD basis set.

Output
Gap between HOMO and LUMO = 7.9 eV
Charge = +1
HOMO level = -12.69 eV
ΔE to the lowest compared entry with this formula, charge and spin = 0.00 kcal per mole

The geometry in XYZ format:
```
11
Properties=species:S:1:pos:R:3:forces:R:3:nbo_charge:R:1
C 2.320022 -0.113273 -1.058198 -0.6 3.5 1.5 -0.4346
H 2.974627 0.631986 -1.517289 -0.9 0.6 0.2 0.2515
H 0.712419 -0.376658 -2.710112 0.4 0.3 0.3 0.2671
H 2.914332 -0.598392 -0.278396 -0.4 -1.1 -0.7 0.2475
C 1.085100 -0.683661 -1.731781 2.4 -3.7 -1.6 -0.5725
C 0.835151 0.036674 -0.523525 2.7 -0.4 0.7 0.1745
C 0.045132 0.296897 0.505401 -0.7 -0.4 -1.2 -0.5782
C -0.041415 0.925081 1.648238 -0.5 1.4 1.7 0.7433
O -0.346087 1.466873 2.634274 0.6 -1.0 -1.5 -0.3699
Tl -2.509065 -0.499678 -0.565497 0.3 0.1 0.2 0.9463
H 1.698168 -1.698936 -1.801506 -3.3 0.7 0.4 0.3250
```
Positions in Å, forces in eV/Å.

***

# 2
A single C5H4S molecule. Source: the Open Molecules 2025 dataset; level of theory: ωB97M-V with the def2-TZVPD basis set.

Output
Gap between HOMO and LUMO (spin up / spin down) = 7.6 / 7.0 eV
Charge = 0
HOMO level (spin up / spin down) = -8.34 / -8.05 eV
ΔE to the lowest compared entry with this formula, charge and spin = 138.86 kcal per mole

The geometry in XYZ format:
```
10
Properties=species:S:1:pos:R:3:forces:R:3:nbo_charge:R:1
C -0.679088 -1.183540 -0.463659 2.1 -2.2 3.1 0.0394
C 0.194200 -1.547241 0.405321 -2.2 -0.1 -2.1 -0.0615
C -1.390835 -0.107879 -0.816213 -0.4 1.0 -1.1 -0.3982
C 0.996365 -0.451351 0.856702 -0.3 1.7 -0.4 -0.4088
C 0.391894 0.947611 0.316886 0.8 -1.1 0.4 -0.3189
S 1.861995 0.426132 -0.438180 0.4 0.6 -1.0 0.2542
H -1.011756 0.399869 -1.676119 0.0 0.4 -0.7 0.2177
H -2.467853 -0.023690 -0.696204 0.2 0.2 0.6 0.2307
H 1.582471 -0.388410 1.738467 0.0 -0.4 0.9 0.2330
H 0.522607 1.928503 0.772995 -0.6 0.0 0.2 0.2122
```
Positions in Å, forces in eV/Å.

***

# 3
C5H5AgFLiO4 as an isolated structure. Source: the Open Molecules 2025 dataset; level of theory: ωB97M-V with the def2-TZVPD basis set.

Output
Gap between HOMO and LUMO (spin up / spin down) = 8.4 / 4.9 eV
Charge = +2
HOMO level (spin up / spin down) = -16.90 / -16.89 eV
2S+1 = 3
<S²> = 2.0068

The geometry in XYZ format:
```
17
Properties=species:S:1:pos:R:3:forces:R:3:mulliken_spin:R:1
H -0.164825 -1.618155 1.278565 0.0 -0.7 -0.8 -0.0029
O -0.933378 -0.243320 -0.146663 0.0 -0.4 1.2 0.0068
O -3.005343 -0.613194 0.406500 -0.6 -1.1 -0.5 0.0013
O -2.446660 1.390212 -0.518981 0.4 -0.7 0.3 -0.0004
C -0.957974 -1.474295 0.549269 -1.7 -0.2 0.3 0.0030
C -2.277613 -1.749720 0.711816 1.4 1.0 1.2 0.0016
C -2.197251 0.308585 -0.098609 -0.7 1.2 -0.9 0.0006
H -2.785596 -2.533978 1.262453 0.0 0.2 -0.3 0.0001
C 2.553210 1.170171 0.915574 1.5 1.3 0.9 0.8792
C 2.352919 -0.283507 0.767279 0.2 -2.4 -0.3 0.1039
O 2.117640 -0.471055 -0.603392 0.5 -1.9 2.0 0.4078
Li 3.071565 -1.676249 -1.575791 0.4 -0.4 -0.4 0.0006
Ag 0.662878 0.684157 -1.187605 -2.2 1.1 -3.1 0.3574
F 1.438964 1.831376 0.369794 1.5 0.3 2.0 0.0586
H 2.913898 1.682534 1.804527 0.1 -0.1 -0.3 0.0154
H 2.569895 -1.474692 1.172915 1.8 3.0 -0.7 0.0792
H 1.780574 -0.443894 1.709112 -2.7 -0.2 -0.7 0.0879
```
Positions in Å, forces in eV/Å.

***

# 4
A 2-piece molecular cluster, C5H5BF3O10S3 overall. Source: the Open Molecules 2025 dataset; level of theory: ωB97M-V with the def2-TZVPD basis set.

Output
Gap between HOMO and LUMO = 8.9 eV
Charge = -1
HOMO level = -7.36 eV

The geometry in XYZ format:
```
27
Properties=species:S:1:pos:R:3:forces:R:3:nbo_charge:R:1
C 2.609167 1.856537 1.517796 -0.5 0.7 0.4 -0.6707
C 1.305446 1.099743 1.121861 0.6 -0.5 -1.8 0.1191
S 1.456794 0.959091 -0.714463 -0.2 -0.3 -0.1 -0.0603
O 0.055497 1.809632 1.310292 -0.6 -1.6 2.2 -0.6417
S -0.833881 1.099584 2.528817 -4.2 1.7 2.5 2.4105
O -2.243777 0.783421 2.249092 3.5 0.4 -0.7 -0.8381
O -0.742653 1.969923 3.718198 1.3 -2.1 -2.3 -0.8723
O -0.071810 -0.387458 2.641747 0.6 2.8 -1.0 -0.6351
C 1.020832 -0.340985 1.697481 -0.8 -0.3 0.2 -0.1845
S 2.376967 -1.289372 2.517148 3.0 -5.1 -2.1 2.2500
O 3.675617 -1.069682 1.841009 -2.8 1.2 2.2 -0.8579
O 2.003852 -2.723586 2.420677 -0.2 3.7 1.1 -0.8629
F 2.432852 -0.928575 4.125227 -0.3 0.2 -2.4 -0.4615
H 3.519340 1.446586 1.027048 -0.9 -0.1 0.4 0.2655
H 2.501042 2.899730 1.131161 0.0 -0.8 0.5 0.2486
H 2.764111 1.885119 2.619572 -0.1 0.0 -0.7 0.2274
H 0.201278 0.447510 -1.076773 0.7 0.3 0.6 0.2273
H 0.690845 -0.959860 0.824782 0.8 0.0 0.9 0.2978
B -3.393974 -0.803740 -4.298735 -1.6 0.1 -1.5 1.2519
O -3.085604 0.062906 -3.138054 0.7 -0.3 0.5 -0.6296
C -2.049971 -0.457382 -2.515980 -1.0 1.8 0.6 0.6930
O -1.541115 0.009851 -1.520996 0.2 0.0 0.1 -0.6261
C -1.613766 -1.689417 -3.221044 0.6 -2.0 -1.2 0.6607
O -0.692028 -2.396283 -2.901819 0.0 0.3 0.2 -0.5705
O -2.398413 -1.895332 -4.265471 0.4 0.3 0.7 -0.6454
F -3.273611 -0.068942 -5.498920 0.0 -0.3 0.7 -0.5481
F -4.699162 -1.328610 -4.180818 0.7 0.3 0.0 -0.5471
```
Positions in Å, forces in eV/Å.

***

# 5
C5H5Br as an isolated structure. Source: the Open Molecules 2025 dataset; level of theory: ωB97M-V with the def2-TZVPD basis set.

Output
Gap between HOMO and LUMO (spin up / spin down) = 7.5 / 8.1 eV
Charge = 0
HOMO level (spin up / spin down) = -7.67 / -7.73 eV
ΔE to the lowest compared entry with this formula, charge and spin = 78.11 kcal per mole

The geometry in XYZ format:
```
11
Properties=species:S:1:pos:R:3:forces:R:3:nbo_charge:R:1
C 1.086957 -0.216913 0.297399 -3.1 -0.2 0.9 -0.3226
C 0.572774 -0.785898 1.452182 -4.9 1.0 -2.9 -0.1180
C 0.248951 0.342099 -0.606518 -1.6 1.1 -0.3 -0.1434
C -1.364787 -0.633621 0.931803 5.2 -0.8 1.5 -0.1031
C -1.247958 0.273340 -0.231044 0.0 0.7 0.2 -0.6036
Br -2.772439 -1.248791 1.939398 0.0 0.3 -0.2 0.1469
H 2.052880 -0.132093 0.047618 3.8 0.0 -0.3 0.2129
H 1.151925 -1.234757 2.207365 -0.1 -0.7 1.1 0.1991
H 0.694949 0.944684 -1.414279 -0.8 -0.4 0.2 0.2113
H -1.743307 1.222423 0.092001 1.1 0.2 0.2 0.2638
H -1.956767 0.152597 -1.052582 0.3 -1.1 -0.4 0.2568
```
Positions in Å, forces in eV/Å.

***

# 6
A single C5H5Br2N molecule. Source: the Open Molecules 2025 dataset; level of theory: ωB97M-V with the def2-TZVPD basis set.

Output
Gap between HOMO and LUMO = 8.8 eV
Charge = 0
HOMO level = -8.69 eV
ΔE to the lowest compared entry with this formula, charge and spin = 104.40 kcal per mole

The geometry in XYZ format:
```
13
Properties=species:S:1:pos:R:3:forces:R:3:nbo_charge:R:1
C -1.585984 0.560325 0.437432 -0.8 1.4 2.1 -0.0691
C -1.053636 -0.738150 -1.471015 0.2 0.6 0.3 -0.0363
C -2.918983 -0.002820 0.349398 -1.0 0.2 0.3 -0.0814
C -4.116776 -0.172853 0.291441 1.0 -0.4 -0.3 -0.1017
C 0.616721 0.622730 -0.246365 -0.1 3.1 -2.1 -0.4435
N -0.701025 0.184298 -0.585635 -0.5 -2.1 -0.6 -0.4373
Br -1.852722 2.576539 0.273132 -0.1 -0.1 0.1 -0.0533
Br -5.792752 -0.686780 -0.129802 0.2 0.2 0.3 0.2102
H -1.062805 0.543564 1.479810 -1.2 -0.4 -1.9 0.2500
H -0.125522 -0.987828 -2.028648 -0.2 0.2 0.1 0.1017
H 1.179296 0.500258 -1.162342 0.8 -0.6 0.4 0.2257
H 0.540065 1.772046 -0.175080 0.5 -1.8 0.6 0.2269
H 0.876138 0.118017 0.645061 1.1 -0.3 0.8 0.2081
```
Positions in Å, forces in eV/Å.

***

# 7
C5H5Br6Cl9 as an isolated structure. Source: the Open Molecules 2025 dataset; level of theory: ωB97M-V with the def2-TZVPD basis set.

Output
Gap between HOMO and LUMO = 10.0 eV
Charge = 0
HOMO level = -10.24 eV
ΔE to the lowest compared entry with this formula, charge and spin = 0.00 kcal per mole

The geometry in XYZ format:
```
25
Properties=species:S:1:pos:R:3:forces:R:3:nbo_charge:R:1
C -22.438393 -20.594293 -8.109135 0.1 -0.4 -0.3 -0.5165
Br -23.592336 -19.742087 -6.866566 -0.2 0.1 0.2 0.1152
Br -21.419059 -19.329623 -9.119115 0.2 0.1 -0.1 0.0978
Br -23.363614 -21.818331 -9.288021 -0.3 0.1 0.0 0.0669
H -21.748871 -21.227419 -7.568107 0.1 0.1 0.1 0.2281
C -19.815573 -20.610554 -4.017848 0.0 0.0 -0.1 -0.5071
Br -20.829226 -19.013357 -3.768743 -0.1 0.2 0.0 0.1080
Br -19.446575 -20.926542 -5.876965 0.1 0.0 -0.1 0.0882
Br -20.679393 -22.124335 -3.227068 0.0 -0.2 0.2 0.0888
H -18.870638 -20.466800 -3.515282 0.0 -0.1 0.0 0.2288
C -22.640318 -23.229343 -12.717303 0.2 0.1 0.2 -0.2934
Cl -23.292445 -23.260295 -14.342364 -0.1 0.0 -0.2 0.0279
Cl -21.046842 -22.476735 -12.688599 0.2 0.0 0.0 0.0152
Cl -22.580964 -24.849717 -12.032257 0.0 -0.1 0.1 0.0205
H -23.260326 -22.612695 -12.080288 -0.2 -0.1 -0.1 0.2286
C -20.527377 -25.321797 -7.928062 -0.2 0.0 0.1 -0.2932
Cl -20.396030 -23.727931 -8.656003 0.1 0.2 -0.1 0.0140
Cl -19.168469 -26.328852 -8.395594 0.1 -0.1 0.0 0.0292
Cl -22.059769 -26.072027 -8.364251 -0.1 -0.1 -0.1 0.0239
H -20.523680 -25.198647 -6.852466 0.1 0.0 0.0 0.2302
C -24.316838 -23.757816 -4.785287 0.3 0.1 0.0 -0.2873
Cl -25.268996 -22.299941 -4.590201 -0.1 0.1 0.1 0.0330
Cl -23.011814 -23.503103 -5.960251 0.0 0.0 0.0 -0.0072
Cl -25.321095 -25.107239 -5.261243 -0.1 -0.2 -0.1 0.0339
H -23.844509 -23.994670 -3.841041 -0.1 0.0 0.0 0.2264
```
Positions in Å, forces in eV/Å.

***

# 8
A single C5H5BrFN molecule. Source: the Open Molecules 2025 dataset; level of theory: ωB97M-V with the def2-TZVPD basis set.

Output
Gap between HOMO and LUMO = 8.0 eV
Structure (SMILES) = F[C@]1(Br)C=CN=CC1
Charge = 0
HOMO level = -9.20 eV
ΔE to the lowest compared entry with this formula, charge and spin = 48.67 kcal per mole

The geometry in XYZ format:
```
13
Properties=species:S:1:pos:R:3:forces:R:3:nbo_charge:R:1
F 0.399306 -1.405137 -1.754242 0.7 -0.9 -2.3 -0.3069
C 0.047021 -0.621747 -0.801587 0.4 0.1 1.9 0.5835
Br -2.107275 -1.593877 -0.527684 1.3 0.7 0.4 -0.3314
C -0.295822 0.740612 -1.112586 -1.7 -0.1 -1.6 -0.3634
C -0.445964 1.624241 -0.119344 0.1 2.2 -1.6 0.0727
N -0.163662 1.253282 1.110607 0.0 -0.9 4.7 -0.4611
C 0.290173 0.119740 1.445757 0.3 -1.7 -1.6 0.2261
C 0.910168 -0.866813 0.443619 -2.6 1.9 -0.4 -0.5950
H -0.816776 0.835264 -2.064125 0.5 0.4 -0.1 0.2448
H -0.835215 2.699698 -0.104024 0.5 -1.7 -1.1 0.2241
H 0.229185 -0.366040 2.376102 -0.1 0.7 1.9 0.1877
H 1.932434 -0.503862 0.476056 0.5 -0.1 -1.2 0.2638
H 0.856428 -1.915361 0.631449 0.0 -0.6 0.8 0.2552
```
Positions in Å, forces in eV/Å.